[1]
C22H19F6N2O4PdSSb as an isolated structure in a non-equilibrium geometry. Source: OMol25; level of theory: ωB97M-V/def2-TZVPD.

total energy = -71453.8326 eV
total charge = -1
multiplicity = 4
HOMO energy (spin up / spin down) = -5.77 / -5.71 eV
gap between HOMO and LUMO (spin up / spin down) = 8.031 / 6.160 eV
expectation value of S² = 3.769

Structure (XYZ):
```
56
Properties=species:S:1:pos:R:3:lowdin_charge:R:1
H -5.8844 -1.9691 2.3865 0.101
H 2.7140 3.2329 -0.8588 0.105
F -5.7190 2.3373 -1.6939 -0.363
C 7.5269 1.1326 1.2436 -0.056
C -1.4819 -3.7237 0.5959 -0.028
C 1.7659 3.0751 -1.3714 -0.201
C -4.9827 -1.3925 2.2249 -0.075
C -1.1913 -5.0451 0.2932 -0.080
H -1.4084 -4.8867 -3.0856 0.102
H -1.4970 -3.3857 1.6252 0.122
S 1.6796 0.7588 -0.2449 0.524
O -0.4753 3.4380 -0.5524 -0.143
C 4.3405 0.7100 -0.7854 -0.049
Pd -0.8544 1.4193 -0.9015 1.035
C 5.0807 1.2814 1.8262 -0.037
F -2.1844 1.9372 -2.9291 -0.391
F -4.5986 1.7864 -4.1378 -0.362
F -4.0601 0.3036 -2.0332 -0.367
H 6.4366 0.6237 -1.1963 0.111
C 3.7333 1.2160 1.4964 -0.037
H 7.6948 1.8344 2.0613 0.074
H 1.7737 3.5523 -2.3500 0.114
H -5.4337 0.0484 3.7515 0.100
Sb -3.9921 2.1525 -2.4031 1.317
C -4.0886 -1.7768 1.2400 -0.025
F -3.2601 2.4645 -0.7000 -0.376
H -1.9040 -2.5149 -2.5379 0.121
C -1.1713 -5.4667 -1.0312 -0.090
H 7.8881 0.1541 1.5698 0.081
C -2.0411 -1.3868 -0.1123 -0.278
O 0.9014 1.2838 0.8834 -0.350
C 3.3731 0.9255 0.1901 -0.296
C -3.5758 0.4835 2.7740 -0.060
N -1.5956 -0.4992 -0.8642 0.177
C 0.7144 3.9016 -0.5319 -0.666
H -0.9584 -6.5020 -1.2658 0.098
C 6.0667 1.0683 0.8705 -0.274
H -1.7701 0.6676 1.6382 0.097
O 1.4739 -0.6222 -0.5974 -0.324
C -2.9404 -1.0219 1.0161 -0.174
O 1.1324 4.9148 -0.0015 0.027
C -1.7391 -2.8198 -0.4286 -0.168
F -3.9152 3.9758 -2.8119 -0.351
H 8.1379 1.4437 0.3959 0.073
C -2.6786 0.1010 1.7883 -0.021
H 5.3693 1.5132 2.8456 0.112
C -1.4262 -4.5614 -2.0535 -0.074
H 2.9623 1.3987 2.2331 0.114
C 5.6777 0.7844 -0.4385 -0.040
C -4.7289 -0.2577 2.9888 -0.081
H -4.2879 -2.6492 0.6302 0.121
H -3.3744 1.3699 3.3612 0.109
C -1.7043 -3.2358 -1.7546 -0.013
N 1.4177 1.6812 -1.5445 -0.204
H -0.9778 -5.7454 1.0905 0.100
H 4.0404 0.4908 -1.8033 0.121
```

[2]
C22H19FeN2O4 as an isolated structure in a non-equilibrium geometry. Source: OMol25; level of theory: ωB97M-V/def2-TZVPD.

total energy = -68666.1931 eV
total charge = +1
multiplicity = 5
HOMO energy (spin up / spin down) = -7.93 / -10.79 eV
gap between HOMO and LUMO (spin up / spin down) = 3.920 / 4.244 eV
expectation value of S² = 6.105

Structure (XYZ):
```
48
Properties=species:S:1:pos:R:3:lowdin_charge:R:1
C 1.8887 4.2631 5.1104 -0.138
H 0.9384 0.1047 9.4286 0.143
H 2.1648 -2.0502 8.8805 0.151
C 1.3898 -0.0467 8.4575 -0.135
C 3.4836 0.9439 6.2917 -0.014
C 3.4038 5.9928 5.4535 -0.058
C 1.1408 0.8225 7.3814 -0.178
O -0.4178 -0.4246 4.1786 0.182
H 6.7967 9.3803 4.2871 0.108
H 0.2450 1.4503 7.3996 0.139
H 3.7314 6.8362 6.0479 0.109
C 0.5369 -2.7537 6.2970 -0.038
C 2.3038 1.6052 6.8671 -0.168
H 2.5794 2.3279 7.6663 0.162
H 6.7968 9.6175 1.8113 0.108
C 0.0178 -0.5256 5.2594 -0.088
H 4.6763 -0.7658 5.9670 0.139
C 6.1089 8.9168 2.2944 -0.086
Fe 0.4825 -1.0269 6.8568 0.271
C 4.5136 6.9870 3.5167 -0.183
C -1.1298 -1.0730 7.4739 -0.082
H 4.1504 1.5929 5.6993 0.142
O 2.6911 2.7197 1.8911 0.051
C 3.7398 -0.3672 6.4234 -0.038
H 2.3610 5.0798 7.1203 0.116
H 1.9540 2.1757 6.0861 0.029
C 2.5053 3.8663 3.9277 -0.149
H 5.3468 7.6945 5.3934 0.101
C 2.1285 -1.1968 8.2016 -0.106
C 2.5853 5.0333 6.0403 -0.065
H 5.2933 8.1881 0.4189 0.112
C 5.2936 8.0981 1.5087 -0.068
O -2.2542 -1.3792 7.5421 0.204
H 3.0237 -2.3468 6.6202 0.117
C 5.3030 7.8208 4.3108 -0.024
C 6.1060 8.7879 3.6906 -0.067
C 3.3070 4.8534 3.4082 0.034
N 3.7192 5.9592 4.1188 -0.010
O 0.5486 -3.7534 5.7078 0.223
H 3.7894 6.5867 1.4846 0.111
N 1.3332 1.7729 3.4563 0.178
H 0.7595 1.9115 4.2675 0.068
C 2.1759 2.7378 3.0075 -0.481
H 1.0765 0.9950 2.8683 0.103
H 0.8958 3.9315 5.3822 0.104
C 4.4761 7.1373 2.1222 -0.018
C 2.8380 -1.3359 6.9943 -0.135
H 3.6179 4.7814 2.3810 0.124
```